114
Properties=species:S:1:pos:R:3 method="wB97M-V/def2-TZVPD" charge=0 fmax_ev_per_a=0.9 smiles="COB(O)COC=O.CCO.CCO.CCO.CCO.CCO.CCO.CCO.CCO.CCO.CCO.CCO" e_lumo_ev=0.6 homo_energy_ev=-9.88 homo_lumo_gap_ev=10.5 e_tot_ha=-2149.7168
C -1.57 -1.04 -1.12
O -2.25 -0.19 -0.19
B -2.69 -0.78 0.96
O -3.90 -1.43 0.97
C -1.82 -0.65 2.30
O -1.80 -1.85 3.12
C -1.14 -2.88 2.60
O -0.95 -3.90 3.21
H -0.48 -0.94 -0.97
H -1.83 -0.75 -2.14
H -1.87 -2.09 -1.01
H -4.11 -1.81 1.83
H -2.28 0.11 2.93
H -0.80 -0.31 2.08
H -0.81 -2.75 1.56
C 1.48 3.00 0.12
C 1.82 1.69 0.80
O 1.07 0.60 0.25
H 0.42 3.22 0.21
H 2.04 3.82 0.56
H 1.73 2.96 -0.94
H 1.56 1.72 1.85
H 2.89 1.47 0.71
H 1.32 0.53 -0.68
C 7.24 0.75 -0.01
C 5.90 1.06 0.62
O 4.83 0.35 -0.01
H 7.24 0.99 -1.07
H 8.03 1.33 0.48
H 7.48 -0.31 0.09
H 5.66 2.12 0.50
H 5.90 0.83 1.68
H 5.00 -0.59 0.09
C 4.41 -0.57 5.21
C 5.55 0.39 4.93
O 5.21 1.34 3.93
H 4.13 -1.10 4.29
H 4.69 -1.31 5.97
H 3.53 -0.04 5.57
H 6.42 -0.14 4.57
H 5.83 0.91 5.85
H 4.44 1.83 4.23
C -6.14 -0.49 -4.08
C -4.76 -1.12 -4.08
O -3.81 -0.37 -3.33
H -6.09 0.52 -4.50
H -6.83 -1.07 -4.69
H -6.53 -0.42 -3.07
H -4.36 -1.18 -5.09
H -4.82 -2.14 -3.68
H -4.13 -0.30 -2.42
C 2.70 -3.61 7.51
C 4.11 -4.19 7.52
O 4.99 -3.42 8.35
H 2.72 -2.57 7.18
H 2.05 -4.18 6.86
H 2.27 -3.63 8.52
H 4.54 -4.16 6.52
H 4.09 -5.22 7.87
H 4.63 -3.43 9.24
C -7.05 0.58 -9.48
C -6.53 0.47 -8.06
O -7.43 -0.23 -7.21
H -8.01 1.08 -9.49
H -6.36 1.15 -10.10
H -7.16 -0.41 -9.92
H -6.42 1.46 -7.61
H -5.54 -0.01 -8.04
H -7.54 -1.12 -7.58
C -9.65 3.76 -12.39
C -10.07 3.09 -11.09
O -9.12 3.27 -10.05
H -8.68 3.37 -12.71
H -10.38 3.58 -13.18
H -9.55 4.84 -12.25
H -10.15 2.01 -11.23
H -11.05 3.46 -10.77
H -9.03 4.21 -9.88
C 3.72 5.92 4.72
C 4.01 4.56 5.32
O 3.32 3.52 4.62
H 2.65 6.13 4.73
H 4.23 6.71 5.28
H 4.06 5.97 3.69
H 3.65 4.51 6.35
H 5.09 4.36 5.32
H 3.60 3.55 3.70
C -10.63 -1.38 -8.21
C -10.98 0.01 -7.74
O -10.62 0.22 -6.38
H -11.14 -2.14 -7.62
H -10.90 -1.53 -9.26
H -9.56 -1.54 -8.11
H -12.06 0.18 -7.80
H -10.49 0.76 -8.37
H -9.66 0.14 -6.32
C 10.57 3.94 2.95
C 9.56 3.03 2.28
O 9.38 3.34 0.90
H 10.27 4.98 2.85
H 10.67 3.70 4.01
H 11.55 3.83 2.49
H 8.57 3.15 2.74
H 9.85 1.98 2.40
H 10.23 3.23 0.46
C 5.96 -8.42 9.89
C 5.23 -7.54 8.89
O 4.01 -7.03 9.44
H 5.31 -9.25 10.20
H 6.87 -8.83 9.45
H 6.23 -7.85 10.78
H 4.94 -8.11 8.01
H 5.87 -6.71 8.57
H 4.24 -6.51 10.22